No. 1
A cluster of 2 separate species, C2H6N2O2 in total. Source: OMol25; level of theory: wB97M-V/def2-TZVPD.

Positions of all 12 atoms, in Å:
C -3.1483 0.2773 0.0639
C 1.5198 0.1256 -0.8883
N -2.1559 0.7365 0.5419
N 0.6540 -0.3324 0.2178
O -4.1316 0.0273 -0.4749
O 1.3957 -0.8408 1.2887
H 2.5276 0.2801 -0.5755
H 1.6210 -0.6340 -1.6467
H 1.2373 1.0549 -1.3634
H 1.9954 -0.1567 1.6074
H -0.0722 -1.0758 0.0650
H -1.4427 0.5381 1.1641

Calculated values
Charge: 0
SMILES: N=C=O.CNO
HOMO energy (eV): -8.702
Spin multiplicity: 1

Atomic partial charges in e from the Löwdin method, atoms 1 to 6: atom 1 (C): -0.4321, atom 2 (C): -0.0906, atom 3 (N): 0.2111, atom 4 (N): -0.1921, atom 5 (O): 0.1582, atom 6 (O): -0.1076

No. 2
A cluster of 2 separate species, C2H6N2O2 in total. Source: OMol25; level of theory: wB97M-V/def2-TZVPD.

Positions of all 12 atoms, in Å:
C -2.2977 1.2958 0.0715
C -2.1876 -0.0037 -0.6008
N -1.4664 -1.2661 0.3401
N 1.4513 -0.8628 -0.1169
O -1.7344 -2.4238 0.1139
O -3.3926 0.4980 -0.3175
H -2.2014 1.4703 1.0718
H -2.2920 2.1819 -0.4270
H -0.5088 -0.9873 0.3225
H 2.2760 -0.7911 0.4113
H 0.9090 -0.0198 -0.0509
H 1.4843 -1.1937 -1.0708

Calculated values
Charge: 0
SMILES: [O-]/[NH+]=C1/CO1.N
HOMO energy (alpha / beta) (eV): -8.640 / -8.929
Spin multiplicity: 1

Atomic partial charges in e from the Löwdin method, atoms 1 to 6: atom 1 (C): -0.1326, atom 2 (C): -0.0598, atom 3 (N): -0.0637, atom 4 (N): 0.0402, atom 5 (O): -0.0206, atom 6 (O): 0.0134

No. 3
A cluster of 2 separate species, C2H6N2O2 in total. Source: OMol25; level of theory: wB97M-V/def2-TZVPD.

Positions of all 12 atoms, in Å:
N -1.1669 0.3096 -0.4929
C -1.0362 0.6211 -2.0400
O -2.1249 0.5800 -2.5797
O 0.1377 0.7008 -2.3641
H -1.5090 1.1036 0.0458
H -1.8773 -0.4191 -0.4158
C 1.4190 -0.6981 1.9406
N 1.3201 -0.2797 0.7525
H 2.3615 -0.8989 2.4382
H 0.4939 -0.8848 2.4786
H -0.2492 -0.0216 -0.0931
H 2.2313 -0.1129 0.3300

Calculated values
Charge: 0
SMILES: [NH3+]C(=O)[O-].C=N
HOMO energy (eV): -9.476
Spin multiplicity: 1

Atomic partial charges in e from the Löwdin method, atoms 1 to 6: atom 1 (N): 0.1959, atom 2 (C): -0.7316, atom 3 (O): 0.0223, atom 4 (O): 0.0170, atom 5 (H): 0.1384, atom 6 (H): 0.1358

No. 4
A cluster of 2 separate species, C2H6N2O2 in total. Source: OMol25; level of theory: wB97M-V/def2-TZVPD.

Positions of all 12 atoms, in Å:
C 2.0020 -0.0306 0.1010
N 2.7691 -1.0613 0.5923
O 0.7840 -0.0610 0.1333
H 2.7028 0.6506 -0.4341
H 3.7529 -1.1739 0.3520
H 2.3004 -1.8656 1.0452
C -3.0389 0.6635 -0.2918
N -1.6518 0.4472 -0.3451
O -3.9815 -0.0975 0.0171
H -3.3654 1.7242 -0.6417
H -1.2073 -0.4269 -0.4228
H -1.0663 1.2314 -0.1054

Calculated values
Charge: 0
SMILES: NC=O.NC=O
HOMO energy (eV): -9.452
Spin multiplicity: 1

Atomic partial charges in e from the Löwdin method, atoms 1 to 6: atom 1 (C): -0.3695, atom 2 (N): 0.0972, atom 3 (O): -0.0135, atom 4 (H): 0.1337, atom 5 (H): 0.0973, atom 6 (H): 0.1200

No. 5
A cluster of 2 separate species, C2H6N2O2S in total. Source: OMol25; level of theory: wB97M-V/def2-TZVPD.

Positions of all 13 atoms, in Å:
C 0.9591 1.0442 1.0921
C -0.1963 0.1800 -1.3552
N -2.1823 -0.1459 -0.2968
N -0.9490 -0.5861 -0.6880
O 2.5749 -0.4994 0.0424
O 0.8070 -1.3540 1.5515
S 2.0218 -0.2891 1.3283
H 1.4125 1.6442 0.3180
H 0.7928 -0.0588 -1.7238
H -0.5663 1.1542 -1.6810
H -2.5451 -0.7259 0.4154
H -2.2254 0.8604 0.0178
H 0.0965 -1.2239 0.9792

Calculated values
Charge: 0
SMILES: C#S(=O)O.C=NN
HOMO energy (alpha / beta) (eV): -9.537 / -9.189
Spin multiplicity: 1

Atomic partial charges in e from the Löwdin method, atoms 1 to 6: atom 1 (C): -0.0628, atom 2 (C): -0.0849, atom 3 (N): 0.0114, atom 4 (N): -0.1280, atom 5 (O): -0.4768, atom 6 (O): -0.2947

No. 6
A cluster of 2 separate species, C2H6N2O2S in total. Source: OMol25; level of theory: wB97M-V/def2-TZVPD.

Positions of all 13 atoms, in Å:
C -1.5638 0.5981 0.6505
C 0.7589 1.1362 0.1725
N -1.4182 -0.4811 1.3745
N 1.5476 -1.3067 -0.6847
O -2.4448 1.2682 0.2075
O 0.8449 1.3766 -1.1877
S 1.6410 -0.3032 0.6844
H 0.9239 1.9810 0.8312
H -0.4696 -0.8019 1.5655
H -2.1924 -1.0010 1.7752
H 0.5837 -1.5115 -0.9331
H 2.0041 -0.8554 -1.4698
H 0.2110 2.0626 -1.4213

Calculated values
Charge: 0
HOMO energy (alpha / beta) (eV): -5.580 / -9.915
Spin multiplicity: 3

Atomic partial charges in e from the Löwdin method, atoms 1 to 6: atom 1 (C): -0.4176, atom 2 (C): -0.5569, atom 3 (N): 0.1155, atom 4 (N): -0.3239, atom 5 (O): 0.0727, atom 6 (O): -0.0915

Number 1: largest force on an atom 0.0409 hartree/bohr. Number 2: largest force on an atom 0.0914 hartree/bohr. Number 3: largest force on an atom 0.0357 hartree/bohr. Number 4: largest force on an atom 0.0675 hartree/bohr. Number 5: largest force on an atom 0.0788 hartree/bohr. Number 6: largest force on an atom 0.0569 hartree/bohr.